Entry 1:
ORCA calculation (ωB97M-V/def2-TZVPD) on a molecular structure, C35H34IN5O2S2W.

XYZ file:
```
80
Properties=species:S:1:pos:R:3:mulliken_charge:R:1
W 2.34 -0.65 -1.17 1.04
C -0.10 -3.28 -3.47 -1.57
C 0.79 -3.01 -2.30 0.88
O 1.47 -1.91 -2.32 -0.37
C 0.93 -3.89 -1.25 -1.13
C 1.81 -3.68 -0.17 1.37
C 1.98 -4.72 0.87 -1.37
N 2.51 -2.55 -0.09 0.37
N 3.31 -2.44 1.01 -0.87
C 4.08 -1.40 0.91 0.40
O 4.00 -0.70 -0.22 -0.36
C 4.94 -0.95 1.99 0.55
C 5.15 -1.74 3.12 -0.39
C 5.93 -1.26 4.16 -0.67
C 6.49 0.01 4.08 -0.41
C 6.28 0.80 2.95 -0.86
C 5.51 0.32 1.91 -0.29
H -0.12 -2.41 -4.13 0.34
H -1.11 -3.53 -3.13 0.42
H 0.28 -4.13 -4.03 0.41
H 0.37 -4.82 -1.27 0.48
H 1.36 -5.59 0.67 0.42
H 1.73 -4.30 1.85 0.34
H 3.03 -5.02 0.92 0.35
H 4.70 -2.73 3.17 0.49
H 6.10 -1.88 5.03 0.42
H 7.11 0.38 4.89 0.42
H 6.73 1.78 2.89 0.43
H 5.36 0.92 1.02 0.48
S 0.15 -1.09 0.26 -0.30
C -1.14 -0.05 -0.16 0.23
N -2.25 -0.08 0.56 0.25
C -3.49 0.43 -0.04 -0.71
C -3.21 1.69 -0.81 -0.74
N -2.12 1.46 -1.77 0.20
C -2.31 1.98 -3.12 -1.45
C -3.39 1.19 -3.83 0.65
C -3.23 -0.18 -4.05 0.00
C -4.21 -0.91 -4.70 -0.76
C -5.37 -0.28 -5.13 -0.46
C -5.54 1.08 -4.92 -0.66
C -4.56 1.81 -4.26 -0.29
C -1.09 0.71 -1.41 0.38
S 0.31 0.67 -2.39 -0.22
C -2.32 -0.54 1.95 -1.13
C -2.62 0.64 2.85 0.36
C -1.67 1.65 3.01 0.17
C -1.93 2.73 3.83 -0.76
C -3.15 2.82 4.50 -0.45
C -4.10 1.82 4.34 -0.70
C -3.84 0.73 3.52 -0.32
H -4.21 0.63 0.75 0.48
H -3.90 -0.33 -0.71 0.34
H -2.93 2.50 -0.13 0.34
H -4.10 1.99 -1.37 0.48
H -1.37 1.90 -3.66 0.51
H -2.60 3.03 -3.06 0.49
H -2.31 -0.66 -3.73 0.39
H -4.07 -1.96 -4.89 0.43
H -6.13 -0.84 -5.65 0.41
H -6.44 1.58 -5.26 0.40
H -4.69 2.88 -4.11 0.41
H -1.38 -1.00 2.20 0.40
H -3.11 -1.29 2.03 0.45
H -0.73 1.59 2.48 0.36
H -1.19 3.51 3.96 0.44
H -3.35 3.66 5.14 0.41
H -5.05 1.89 4.85 0.41
H -4.57 -0.05 3.41 0.43
I 3.95 -0.48 -3.37 -0.18
C 2.66 1.45 -0.81 0.58
C 3.08 2.76 -0.87 -1.51
C 2.97 3.52 0.29 -0.20
C 2.46 2.95 1.45 -1.11
C 2.07 1.62 1.44 -0.30
N 2.17 0.93 0.30 0.24
H 3.49 3.18 -1.78 0.58
H 3.31 4.55 0.29 0.50
H 2.39 3.52 2.37 0.55
H 1.70 1.10 2.31 0.72
```

Computed properties:
Total energy   -2939.08562 Ha
Net charge   +2
HOMO-LUMO gap   5.86 eV
Energy relative to the best compared isomer or geometry (same formula, charge and spin)   24.74 kcal per mole

***

Entry 2:
ORCA calculation (ωB97M-V/def2-TZVPD) on a molecular structure, C35H34N4S4W.

XYZ file:
```
78
Properties=species:S:1:pos:R:3:mulliken_charge:R:1
W 0.35 -1.47 -0.32 -0.49
S 2.76 -1.37 0.34 -0.20
C 2.48 -2.20 1.91 0.90
C 3.57 -2.92 2.39 -0.68
C 3.42 -3.77 3.48 -0.71
C 2.20 -3.87 4.12 -0.71
C 1.12 -3.11 3.69 -0.68
C 1.25 -2.29 2.57 0.59
S -0.09 -1.20 2.10 -0.25
C -1.64 -2.19 1.91 -0.90
C -2.41 -1.66 0.72 0.75
C -3.80 -1.72 0.68 -0.88
C -4.46 -1.20 -0.43 -0.79
C -3.73 -0.57 -1.42 -0.89
C -2.35 -0.52 -1.32 0.63
C -1.49 0.30 -2.24 -0.64
S 0.16 -0.49 -2.56 -0.32
C 1.25 0.94 -2.50 0.56
C 1.39 1.68 -3.66 -0.53
C 2.26 2.76 -3.70 -0.70
C 3.02 3.08 -2.58 -0.71
C 2.88 2.35 -1.41 -0.80
C 1.99 1.28 -1.36 0.70
S 1.70 0.56 0.24 0.04
N -1.72 -1.13 -0.31 0.21
H 4.52 -2.84 1.88 0.47
H 4.27 -4.36 3.81 0.44
H 2.08 -4.52 4.97 0.44
H 0.18 -3.16 4.21 0.47
H -2.24 -2.09 2.81 0.87
H -1.34 -3.22 1.76 0.01
H -4.35 -2.15 1.50 0.60
H -5.54 -1.27 -0.49 0.49
H -4.24 -0.10 -2.26 0.56
H -1.27 1.24 -1.72 0.02
H -1.98 0.49 -3.19 0.72
H 0.83 1.40 -4.54 0.53
H 2.34 3.36 -4.59 0.45
H 3.72 3.90 -2.62 0.47
H 3.42 2.63 -0.52 0.55
C -0.77 -5.20 -1.87 -1.61
C 0.05 -4.82 -0.62 2.35
C 1.49 -5.36 -0.75 -1.58
C -0.61 -5.42 0.64 -1.72
C 0.10 -3.36 -0.52 0.48
H -0.91 -6.28 -1.90 0.43
H -0.24 -4.90 -2.77 0.39
H -1.75 -4.72 -1.85 0.32
H 1.48 -6.45 -0.73 0.46
H 2.11 -5.01 0.08 0.29
H 1.94 -5.04 -1.69 0.39
H -0.58 -6.50 0.59 0.51
H -1.65 -5.12 0.70 0.33
H -0.07 -5.11 1.54 0.31
H 0.77 -2.84 -1.36 -0.01
C -2.57 2.51 2.40 -1.23
C -2.22 1.66 1.37 0.17
N -1.16 1.87 0.58 0.46
C -0.45 2.98 0.78 -0.26
C -0.72 3.91 1.78 0.17
C -1.80 3.64 2.62 -0.56
C 0.09 5.11 2.04 -0.80
C 0.68 5.95 1.18 -0.47
C 0.57 6.02 -0.28 0.53
C -0.59 5.71 -0.99 -0.33
C -0.55 5.89 -2.36 -0.36
N 0.52 6.35 -2.99 -0.53
C 1.56 6.67 -2.23 -0.23
N 1.64 6.51 -0.92 -0.56
H -3.42 2.29 3.03 0.48
H -2.81 0.78 1.16 0.18
H 0.39 3.14 0.11 0.56
H -2.06 4.33 3.41 0.55
H 0.21 5.33 3.10 0.44
H 1.31 6.73 1.59 0.44
H -1.49 5.38 -0.49 0.49
H -1.42 5.66 -2.98 0.45
H 2.42 7.09 -2.73 0.46
```

Computed properties:
Total energy   -3232.42824 Ha
Net charge   +2
HOMO-LUMO gap   6.58 eV
Energy relative to the best compared isomer or geometry (same formula, charge and spin)   62.55 kcal per mole

***

Entry 3:
ORCA calculation (ωB97M-V/def2-TZVPD) on a molecular structure, C35H35AsF6N5O5PS4Sn.

XYZ file:
```
93
Properties=species:S:1:pos:R:3:mulliken_spin:R:1
Sn -0.08 -1.26 1.35 -0.03
C -3.12 4.82 0.19 0.00
C -2.63 3.42 -0.09 0.00
O -1.40 3.18 0.62 0.00
P -1.29 2.18 1.89 0.01
S 0.63 1.99 2.20 0.00
S -2.42 0.57 1.62 0.01
O -2.07 2.99 3.05 0.00
C -1.53 4.23 3.56 0.00
C -0.85 4.02 4.89 0.00
H -4.00 5.04 -0.41 0.00
H -2.34 5.56 -0.05 0.00
H -3.38 4.94 1.25 0.00
H -2.40 3.29 -1.15 0.00
H -3.37 2.68 0.19 0.00
H -2.40 4.88 3.69 0.00
H -0.86 4.68 2.83 0.00
H -1.55 3.60 5.62 0.00
H -0.48 4.98 5.27 0.00
H -0.01 3.34 4.78 0.00
S -2.12 -3.06 1.25 0.34
C -1.41 -4.46 0.65 0.12
C -2.36 -5.47 0.21 -0.01
N -3.13 -6.25 -0.13 0.04
C -0.04 -4.73 0.48 0.02
S 1.23 -3.73 0.89 0.43
C 0.32 -5.99 -0.15 0.00
N 0.62 -6.98 -0.65 0.01
C 5.18 -1.45 -2.53 0.00
N 4.74 -1.34 -1.14 0.00
C 5.52 -1.76 -0.12 0.00
C 5.12 -1.68 1.16 0.00
C 3.81 -1.13 1.38 0.01
N 3.01 -0.76 0.40 0.01
C 3.43 -0.84 -0.90 -0.01
O 2.77 -0.52 -1.87 0.00
N 3.38 -0.98 2.65 0.00
H 6.27 -1.50 -2.54 0.00
H 4.85 -0.57 -3.07 0.00
H 4.76 -2.33 -3.01 0.00
H 6.49 -2.17 -0.40 0.00
H 5.74 -2.02 1.97 0.00
H 3.85 -1.49 3.37 0.00
H 2.39 -0.80 2.83 0.00
C 0.56 -0.19 5.40 0.00
C 0.25 -1.56 4.77 0.03
O 0.50 -1.61 3.43 -0.02
C 1.17 -2.61 5.45 0.00
F 1.17 -2.55 6.80 0.00
F 2.46 -2.40 5.07 0.00
F 0.87 -3.87 5.11 0.00
C -1.23 -1.91 5.07 -0.02
F -1.64 -3.00 4.42 0.00
F -1.45 -2.13 6.39 0.00
F -2.02 -0.90 4.70 0.00
H 1.63 0.00 5.33 0.00
H 0.25 -0.14 6.44 0.00
H 0.04 0.57 4.81 0.00
O -0.22 -1.55 -1.24 0.05
As -0.54 -0.40 -2.39 0.00
C -2.44 -0.04 -2.41 0.00
C -2.99 1.14 -2.91 0.00
C -4.36 1.34 -2.84 0.00
C -5.18 0.38 -2.26 0.00
C -4.63 -0.79 -1.76 0.00
C -3.26 -1.00 -1.83 0.03
C 0.28 1.33 -2.26 -0.01
C 0.79 1.78 -1.06 0.01
C 1.34 3.05 -0.98 0.00
C 1.39 3.86 -2.11 0.00
C 0.89 3.40 -3.32 0.00
C 0.34 2.13 -3.41 0.00
C -0.09 -0.99 -4.16 0.00
C -1.08 -1.23 -5.11 0.00
C -0.73 -1.63 -6.39 0.00
C 0.61 -1.77 -6.73 0.00
C 1.60 -1.54 -5.78 0.00
C 1.25 -1.14 -4.50 0.00
H -2.35 1.90 -3.34 0.00
H -4.79 2.26 -3.23 0.00
H -6.25 0.55 -2.20 0.00
H -5.26 -1.54 -1.29 0.00
H -2.82 -1.90 -1.42 -0.02
H 0.76 1.16 -0.17 -0.01
H 1.72 3.40 -0.03 0.00
H 1.82 4.85 -2.04 0.00
H 0.93 4.03 -4.21 0.00
H -0.04 1.76 -4.36 0.00
H -2.13 -1.12 -4.84 0.00
H -1.50 -1.82 -7.13 0.00
H 0.88 -2.08 -7.73 0.00
H 2.64 -1.66 -6.04 0.00
H 2.01 -0.96 -3.74 0.00
```

Computed properties:
Total energy   -6988.35533 Ha
Net charge   -1
HOMO-LUMO gap (alpha / beta)   7.06 / 5.11 eV
Spin multiplicity   2
Energy relative to the best compared isomer or geometry (same formula, charge and spin)   20.58 kcal per mole

***

Entry 4:
ORCA calculation (ωB97M-V/def2-TZVPD) on a molecular structure, C35H35BN7O4SSeZn.

XYZ file:
```
85
Properties=species:S:1:pos:R:3:mulliken_charge:R:1
Zn -0.29 0.01 0.65 1.07
N 2.35 7.51 0.18 -0.60
C 2.08 6.22 -0.31 1.07
C 1.83 6.02 -1.66 -0.75
C 1.59 4.74 -2.15 -0.30
C 1.62 3.66 -1.28 -0.63
C 1.89 3.84 0.07 -0.31
C 2.12 5.12 0.55 -0.90
S 1.35 2.02 -1.86 1.21
O 1.02 2.08 -3.26 -0.82
O 2.51 1.26 -1.47 -0.64
N 0.14 1.47 -0.96 -0.23
C -1.01 2.16 -0.81 0.50
N -1.35 3.24 -1.54 -0.49
C -2.52 3.78 -1.27 -0.25
C -3.39 3.30 -0.30 -0.95
C -2.95 2.20 0.41 0.17
N -1.78 1.64 0.18 -0.05
H 1.98 8.26 -0.38 0.22
H 2.17 7.63 1.16 0.23
H 1.81 6.87 -2.33 0.28
H 1.37 4.56 -3.19 0.51
H 1.92 2.99 0.73 0.53
H 2.33 5.27 1.61 0.34
H -2.79 4.65 -1.86 0.41
H -4.35 3.76 -0.10 0.39
H -3.56 1.75 1.20 0.22
Se 0.63 -3.27 -0.26 0.35
N 1.15 -2.17 -1.54 -0.44
C 2.34 -2.56 -1.94 0.57
C 3.11 -1.89 -2.94 -0.39
C 4.34 -2.36 -3.25 -0.54
C 4.87 -3.53 -2.61 -0.44
C 4.18 -4.21 -1.66 -0.63
C 2.87 -3.74 -1.29 0.74
N 2.10 -4.28 -0.38 -0.96
H 2.70 -1.00 -3.41 0.38
H 4.93 -1.85 -4.00 0.39
H 5.86 -3.87 -2.89 0.35
H 4.58 -5.08 -1.17 0.42
C 4.33 -1.96 2.54 -2.03
C 3.70 -0.82 1.76 1.63
C 4.40 -0.67 0.41 -1.16
O 2.34 -1.16 1.49 0.07
B 1.52 -0.05 1.67 -0.87
O 2.24 0.98 2.28 -0.14
C 3.58 0.53 2.56 2.13
C 4.54 1.62 2.12 -1.96
C 3.66 0.35 4.07 -2.14
H 4.33 -2.85 1.90 0.44
H 3.78 -2.19 3.44 0.36
H 5.37 -1.72 2.80 0.35
H 4.34 -1.63 -0.11 0.14
H 5.45 -0.41 0.54 0.38
H 3.91 0.08 -0.21 0.06
H 4.38 1.87 1.07 0.36
H 5.58 1.30 2.25 0.36
H 4.37 2.51 2.72 0.46
H 2.94 -0.39 4.42 0.34
H 3.42 1.30 4.55 0.52
H 4.66 0.04 4.39 0.34
N -1.35 -1.51 -0.01 -1.29
C -2.51 -1.95 -0.03 0.26
C -3.65 -1.33 0.77 0.93
C -4.97 -1.35 0.32 -0.21
C -5.99 -0.79 1.09 -0.72
C -5.70 -0.21 2.32 -0.39
C -4.38 -0.18 2.77 -0.58
C -3.37 -0.72 1.99 -0.64
C -2.87 -3.17 -0.83 0.10
C -2.40 -3.29 -2.14 -0.19
C -2.59 -4.46 -2.85 -0.64
C -3.26 -5.54 -2.27 -0.38
C -3.74 -5.42 -0.97 -0.71
C -3.56 -4.24 -0.26 -0.18
H -5.19 -1.80 -0.64 0.46
H -7.01 -0.81 0.72 0.39
H -6.50 0.19 2.93 0.38
H -4.15 0.28 3.72 0.36
H -2.34 -0.69 2.33 0.40
H -1.86 -2.46 -2.57 0.41
H -2.21 -4.55 -3.86 0.39
H -3.39 -6.46 -2.81 0.37
H -4.26 -6.25 -0.51 0.37
H -3.94 -4.15 0.75 0.44
```

Computed properties:
Total energy   -6642.97121 Ha
Net charge   -1
HOMO-LUMO gap   7.34 eV
Energy relative to the best compared isomer or geometry (same formula, charge and spin)   0.00 kcal per mole

***

Entry 5:
ORCA calculation (ωB97M-V/def2-TZVPD) on a molecular structure, C35H35CaN12O6SSe.

XYZ file:
```
91
Properties=species:S:1:pos:R:3:mulliken_charge:R:1
Ca -0.43 0.12 0.87 2.68
C -0.12 4.04 -1.70 -2.04
C 0.42 2.90 -0.85 0.50
O -0.43 1.99 -0.55 0.51
C 1.76 2.92 -0.53 -1.00
C 2.50 1.88 0.13 0.68
C 4.00 2.07 0.24 -1.67
N 1.94 0.82 0.63 0.80
N 2.84 -0.07 1.24 -1.03
C 2.25 -0.84 2.10 0.02
O 1.01 -0.82 2.43 -1.28
C 3.13 -1.84 2.78 0.57
C 2.55 -2.84 3.56 -0.26
C 3.34 -3.79 4.20 -0.73
C 4.72 -3.74 4.08 -0.34
C 5.31 -2.74 3.31 -0.66
C 4.52 -1.81 2.66 -0.35
H -1.12 4.31 -1.35 0.32
H -0.22 3.69 -2.73 0.32
H 0.53 4.91 -1.69 0.43
H 2.33 3.77 -0.87 0.00
H 4.30 3.02 -0.21 0.39
H 4.52 1.25 -0.24 0.31
H 4.31 2.05 1.29 0.34
H 1.47 -2.87 3.63 0.43
H 2.87 -4.57 4.79 0.38
H 5.34 -4.48 4.58 0.36
H 6.39 -2.70 3.21 0.37
H 4.96 -1.03 2.05 0.44
N -0.94 -0.98 4.32 -0.14
C -2.16 -1.06 3.78 0.05
N -3.14 -1.56 4.55 -0.80
C -4.32 -1.64 3.96 0.23
N -5.37 -2.10 4.70 -0.42
N -4.60 -1.29 2.70 -0.76
C -3.56 -0.81 2.03 -0.42
N -2.33 -0.64 2.51 0.69
C -3.82 -0.40 0.62 1.12
C -5.00 -0.76 -0.01 -1.06
C -5.18 -0.40 -1.33 -0.73
C -4.19 0.32 -1.98 -1.12
C -3.05 0.66 -1.26 -0.54
N -2.86 0.31 0.01 0.68
H -0.84 -1.38 5.24 0.29
H -0.12 -0.84 3.72 0.27
H -5.13 -2.60 5.54 0.26
H -6.17 -2.41 4.18 0.26
H -5.73 -1.33 0.54 0.53
H -6.08 -0.69 -1.86 0.39
H -4.27 0.60 -3.02 0.45
H -2.25 1.24 -1.70 0.51
Se 2.40 4.25 2.73 0.21
N 1.13 5.31 2.08 -0.94
C 0.05 4.56 2.01 0.86
C -1.23 4.99 1.53 -0.51
C -2.24 4.10 1.55 -0.79
C -2.01 2.77 2.03 0.17
N -0.88 2.31 2.48 -0.33
C 0.17 3.20 2.49 0.76
N 1.35 2.85 2.95 -0.57
H -1.34 6.00 1.15 0.41
H -3.22 4.36 1.19 0.42
H -2.83 2.06 2.01 0.45
C 4.14 1.10 -3.78 -1.54
C 2.82 0.46 -4.13 0.39
C 2.71 -0.39 -5.23 -0.61
C 1.51 -1.02 -5.52 -0.77
C 0.41 -0.79 -4.71 -0.11
C 0.50 0.06 -3.62 -0.79
C 1.70 0.68 -3.33 0.20
S -1.08 -1.67 -5.01 1.33
O -2.15 -0.93 -4.39 -0.57
O -1.19 -1.99 -6.41 -0.79
N -0.78 -3.08 -4.25 -0.29
C -0.60 -3.10 -2.79 -0.54
C -1.88 -3.09 -1.97 -0.11
C -1.69 -2.59 -0.53 0.29
O -2.51 -2.97 0.30 -0.73
O -0.71 -1.81 -0.34 -0.93
H 4.72 1.31 -4.67 0.44
H 4.73 0.43 -3.14 0.28
H 3.98 2.02 -3.22 0.32
H 3.57 -0.56 -5.86 0.38
H 1.42 -1.69 -6.37 0.44
H -0.37 0.23 -2.98 0.85
H 1.77 1.33 -2.47 0.44
H -1.35 -3.82 -4.65 0.30
H 0.00 -2.23 -2.52 0.10
H 0.02 -3.97 -2.56 0.31
H -2.33 -4.09 -1.93 0.35
H -2.60 -2.42 -2.44 0.02
```

Computed properties:
Total energy   -5940.84504 Ha
Net charge   -1
HOMO-LUMO gap   5.45 eV
Energy relative to the best compared isomer or geometry (same formula, charge and spin)   0.00 kcal per mole